{
  "formula": "C35H41N5Re",
  "method": "the ωB97M-V functional and the def2-TZVPD basis",
  "elements": ["C", "H", "C", "C", "H", "C", "H", "C", "H", "N", "C", "N", "C", "C", "C", "H", "C", "C", "C", "C", "C", "C", "H", "H", "N", "H", "H", "H", "C", "H", "C", "H", "C", "H", "C", "H", "C", "H", "H", "C", "H", "C", "H", "C", "N", "C", "H", "H", "H", "Re", "C", "H", "C", "H", "H", "C", "C", "H", "C", "C", "H", "H", "H", "H", "C", "H", "H", "H", "C", "H", "H", "H", "C", "H", "C", "H", "C", "N", "H", "H", "H", "H"],
  "positions_angstrom": [[-0.4918, 5.7049, -2.1114], [3.5612, -2.1253, -0.3020], [-0.4778, 3.0291, -0.7170], [0.5654, -4.3690, 1.6321], [-2.9682, 1.9581, -0.7427], [-5.6766, -0.5523, -2.0500], [1.2920, 7.3329, -0.8727], [2.0385, 2.0746, -0.4568], [6.6198, -0.8340, 3.2714], [-0.8506, -0.6322, -0.5924], [5.5711, -0.7859, 3.0089], [3.4034, -1.1495, -0.0538], [1.4816, -5.9285, -2.2746], [1.8553, 3.4350, -0.5669], [2.2280, -0.2695, 4.5642], [-5.0041, 2.1114, -1.8071], [1.1963, -6.7937, -1.2278], [0.8773, -4.9283, 0.2687], [-0.6008, 5.8503, 0.3961], [0.5696, 3.9544, -0.6971], [4.6279, -0.5672, 3.9695], [-3.5915, -0.0967, -0.7725], [2.2055, 6.0386, -1.6395], [-1.4678, 5.2129, -2.1244], [1.5784, -0.5228, 1.8810], [-0.3731, -0.2176, 2.4262], [1.7117, -6.3280, -3.2555], [-5.5134, -1.4853, 0.5665], [-5.4165, 1.6515, -0.9039], [1.7866, -4.1256, -4.1739], [0.2738, 5.4430, -0.8033], [-5.1975, -0.2190, -2.9740], [3.8710, -0.9107, 1.3078], [3.9496, -0.6018, -0.7129], [0.9294, -0.1839, 4.1541], [2.1196, 6.1514, 0.1345], [1.4849, -4.5570, -2.0876], [-6.7412, -0.3234, -2.1200], [-5.3287, 0.0929, 1.3531], [-3.0970, -1.4042, -0.7678], [2.7233, 4.0782, -0.5564], [1.1787, -4.0585, -0.8032], [-1.3395, -2.6368, -0.6702], [-5.0885, 0.1612, -0.8211], [1.0236, 1.1919, -0.4689], [-2.6462, 0.9277, -0.7170], [-1.5610, 5.3282, 0.3995], [1.1210, -2.7711, -3.2558], [0.3185, -5.1670, 2.3300], [1.1772, -0.9326, -0.2442], [1.8152, -3.6117, -3.2140], [-6.4990, 1.7762, -0.9407], [0.9025, -6.2910, 0.0341], [3.0333, 1.6647, -0.3454], [-0.6633, 6.7773, -2.2210], [3.2572, -0.4920, 3.6199], [-1.7491, -1.6354, -0.6772], [-5.0576, 2.2010, -0.0284], [-5.7103, -0.4159, 0.4640], [2.8859, -0.6405, 2.2742], [0.6807, -6.9729, 0.8471], [5.9395, -1.1791, 0.9113], [0.0778, 5.3643, -2.9794], [0.1219, -0.0173, 4.8543], [1.5548, 6.2775, -0.7934], [-5.5786, -1.6379, -1.9828], [-0.0934, 5.6472, 1.3423], [-0.2798, -3.6713, 1.5998], [-1.2995, 0.6459, -0.6372], [2.4841, -0.1705, 5.6130], [-3.7632, -2.2550, -0.8344], [4.9118, -0.4507, 5.0081], [-0.2366, 1.6822, -0.6036], [-0.8065, 6.9215, 0.3472], [5.1843, -0.9712, 1.6626], [2.8231, -3.1975, -3.0985], [0.6452, -0.3076, 2.7874], [1.1820, -2.7135, -0.5730], [1.4206, -3.8168, 2.0377], [1.1950, -7.8633, -1.3962], [-1.4939, 3.3802, -0.8304], [-6.7926, -0.2777, 0.4331]],
  "forces_ev_per_angstrom": [[0.0116, -0.0025, -0.0433], [0.0358, -0.0721, -0.0092], [-0.0887, 0.2233, -0.0168], [0.0184, 0.0351, -0.0790], [-0.0076, -0.0573, 0.0122], [-0.0161, -0.0262, -0.0218], [0.0198, -0.0376, 0.0034], [-0.2475, -0.1716, 0.0277], [-0.0433, -0.0122, -0.0216], [-0.1534, 0.0769, 0.1181], [0.0178, -0.0087, -0.0740], [-0.1806, 0.0248, 0.0290], [0.0100, 0.0115, -0.0697], [0.0287, 0.0424, -0.0155], [0.1328, -0.0054, 0.1084], [-0.0297, -0.0280, 0.0514], [-0.0253, -0.0630, 0.0283], [-0.0064, -0.0017, 0.2568], [0.0088, 0.0004, 0.0185], [-0.0691, 0.0727, 0.0233], [-0.0637, -0.0106, 0.0494], [-0.0373, 0.0387, 0.0278], [-0.0457, 0.0159, 0.0532], [0.0690, 0.0275, 0.0021], [-0.1889, -0.0424, -0.4417], [0.0100, -0.0331, -0.0054], [-0.0207, 0.0226, 0.0335], [-0.0209, 0.0524, -0.0059], [0.0294, 0.0552, -0.0247], [-0.0002, -0.0075, 0.0487], [-0.0104, -0.0252, 0.0025], [-0.0304, -0.0035, 0.0571], [-0.0788, -0.0110, -0.1913], [0.0111, 0.0577, -0.0444], [-0.1110, 0.0206, -0.0170], [-0.0382, 0.0062, -0.0522], [0.0047, 0.1166, -0.2817], [0.0414, -0.0242, 0.0002], [-0.0139, -0.0249, -0.0512], [-0.1184, -0.0408, -0.0164], [-0.0305, -0.0160, 0.0172], [-0.0093, 0.4318, 0.0251], [0.0050, 0.0296, 0.0122], [0.0304, -0.0120, 0.0092], [0.0167, 0.6849, -0.1115], [-0.1373, 0.0872, -0.0593], [0.0554, 0.0302, -0.0002], [-0.0193, -0.0153, -0.0059], [0.0062, 0.0136, -0.0197], [0.7173, -1.2500, 0.5845], [0.0464, -0.1015, 0.0705], [0.0400, 0.0006, 0.0021], [-0.0397, -0.0361, 0.0280], [0.0141, -0.0386, 0.0012], [-0.0033, -0.0585, 0.0155], [0.0317, 0.0521, 0.1735], [0.0938, -0.0372, 0.0143], [-0.0247, -0.0358, -0.0492], [-0.0087, -0.0263, -0.0101], [-0.0994, 0.0465, 0.0207], [0.0054, 0.0366, -0.0329], [-0.0341, 0.0101, 0.0481], [-0.0251, 0.0279, 0.0375], [0.0373, -0.0054, -0.0481], [0.0229, 0.0130, -0.0235], [0.0000, 0.0700, -0.0076], [-0.0223, 0.0153, -0.0362], [0.0557, -0.0618, -0.0109], [0.1899, -0.0158, -0.0100], [-0.0012, 0.0041, -0.0427], [0.0381, 0.0646, 0.0198], [-0.0107, 0.0105, -0.0287], [0.1032, -0.3902, 0.0092], [0.0056, -0.0678, -0.0074], [0.2149, -0.0444, 0.0189], [-0.0587, -0.0036, 0.0120], [-0.0520, 0.0626, 0.0318], [-0.0341, 0.3295, -0.1439], [-0.0409, -0.0303, -0.0105], [0.0218, 0.0480, 0.0135], [0.0467, -0.0081, 0.0163], [0.0500, -0.0050, 0.0083]],
  "multiplicity": 4,
  "energy_ev": -46529.73480,
  "gap_ev": [5.9, 6.3],
  "total_charge": 2
}